Entry 1:
The following is a quantum chemistry calculation of a structure of composition C35H35CoN5O4SSe, from OMol25.

Summary:
E_HOMO	-9.3	eV
calculated total energy	-166305.56577	eV
net charge	+1
largest force on an atom	0.478	eV Å⁻¹

Last column: Löwdin charge in e.
Cartesian coordinates (Å):
1 Co -0.0898 -1.9401 2.7098  0.59
2 O 4.8349 -0.2877 3.6707  0.08
3 C 4.9079 -0.9385 2.5020  -0.25
4 C 6.1642 -1.0047 1.8968  0.00
5 C 6.3233 -1.6508 0.6919  -0.06
6 C 5.2374 -2.2485 0.0448  -0.07
7 C 3.9974 -2.1912 0.6294  -0.04
8 C 3.8067 -1.5472 1.8649  -0.08
9 C 2.4757 -1.5378 2.4385  -0.34
10 O 1.5138 -2.1643 1.8284  -0.10
11 N 2.2599 -0.9158 3.6005  0.11
12 N 0.9669 -1.0680 3.9319  -0.08
13 C 0.4050 -0.6546 5.0050  0.02
14 C -1.0253 -0.9574 5.0799  -0.21
15 C -1.8701 -0.4985 6.0689  0.02
16 C -3.2207 -0.8177 5.9902  -0.01
17 C -3.6787 -1.5880 4.9364  -0.01
18 C -2.7709 -2.0211 3.9820  -0.05
19 N -1.4798 -1.7208 4.0581  0.05
20 H 3.9125 -0.3065 3.9909  0.07
21 H 6.9965 -0.5358 2.4032  0.12
22 H 7.3064 -1.6915 0.2407  0.11
23 H 5.3710 -2.7443 -0.9062  0.11
24 H 3.1371 -2.6236 0.1392  0.08
25 H 0.9529 -0.1303 5.7781  0.15
26 H -1.4801 0.1052 6.8763  0.13
27 H -3.9065 -0.4608 6.7464  0.12
28 H -4.7215 -1.8531 4.8427  0.12
29 H -3.0672 -2.6296 3.1390  0.12
30 C -2.8824 6.2431 -4.1697  -0.07
31 C -2.6378 5.1271 -3.1895  -0.74
32 O -3.0117 3.9965 -3.3379  0.02
33 S -1.7202 5.6951 -1.7554  1.03
34 C -1.4826 4.1961 -0.8421  -0.53
35 C -0.1829 3.8005 -0.5458  -0.09
36 C 0.0427 2.6696 0.2199  -0.04
37 C -1.0321 1.9136 0.6859  -0.25
38 C -2.3339 2.3117 0.3780  -0.02
39 C -2.5602 3.4523 -0.3729  -0.08
40 C -0.7899 0.7130 1.4359  -0.08
41 C -0.4889 -0.3205 1.9764  -0.02
42 H -3.5031 5.8754 -4.9825  0.09
43 H -1.9307 6.6055 -4.5585  0.08
44 H -3.3774 7.0777 -3.6718  0.08
45 H 0.6513 4.3817 -0.9170  0.11
46 H 1.0513 2.3493 0.4427  0.11
47 H -3.1705 1.7285 0.7414  0.12
48 H -3.5702 3.7678 -0.5925  0.11
49 C -1.3762 0.2511 -3.1534  -0.02
50 N -0.0088 0.5867 -3.4909  -0.07
51 C 1.0814 0.2851 -2.7466  -0.74
52 Se 1.1347 -0.5992 -1.1448  0.73
53 N 2.1490 0.8216 -3.3879  0.12
54 C 1.7519 1.4729 -4.5484  -0.18
55 C 2.4496 2.1668 -5.5216  -0.01
56 C 1.7068 2.7070 -6.5611  -0.08
57 C 0.3197 2.5582 -6.6216  -0.08
58 C -0.3768 1.8619 -5.6446  0.00
59 C 0.3691 1.3234 -4.6098  -0.16
60 H -1.3721 -0.1875 -2.1589  0.04
61 H -1.7777 -0.4649 -3.8718  0.10
62 H -1.9880 1.1527 -3.1525  0.09
63 H 3.0822 0.7270 -3.0268  0.15
64 H 3.5238 2.2838 -5.4762  0.11
65 H 2.2140 3.2564 -7.3423  0.11
66 H -0.2229 2.9937 -7.4495  0.11
67 H -1.4512 1.7457 -5.6893  0.12
68 C -1.1065 -5.7116 1.7908  -0.05
69 C -0.2382 -4.4835 1.6463  -0.22
70 O -1.0401 -3.2722 1.5811  -0.26
71 C -1.5510 -3.0299 0.2313  -0.20
72 C -2.7474 -2.1170 0.2579  -0.05
73 H -0.4693 -6.5929 1.8650  0.09
74 H -1.7640 -5.8512 0.9341  0.08
75 H -1.7143 -5.6525 2.6937  0.09
76 H 0.4081 -4.5141 0.7682  0.14
77 H 0.4109 -4.3775 2.5205  0.12
78 H -1.8401 -4.0043 -0.1621  0.12
79 H -0.7312 -2.6229 -0.3642  0.06
80 H -3.5895 -2.5757 0.7793  0.08
81 H -3.0578 -1.9416 -0.7734  0.09
82 H -2.5080 -1.1560 0.7044  0.05

Forces on the atoms, in the same order (eV/Å):
0.2256 -0.3845 0.1727
-0.0037 -0.0173 0.0034
0.0001 0.0047 0.0003
0.0099 0.0091 0.0054
-0.0133 -0.0050 -0.0010
0.0087 0.0038 -0.0003
-0.0030 0.0014 0.0028
-0.0177 -0.0187 -0.0171
0.0321 0.0355 0.0342
0.0188 0.0832 -0.0735
0.0124 0.0160 -0.0007
-0.1039 0.0083 -0.0508
0.0612 -0.0338 0.0310
-0.0273 0.0081 0.0242
0.0196 -0.0291 0.0177
-0.0103 -0.0151 -0.0130
0.0041 -0.0092 0.0308
0.0408 -0.0995 0.0424
-0.0564 0.2682 -0.1546
0.0001 0.0119 -0.0021
-0.0002 -0.0003 -0.0008
0.0012 0.0008 0.0006
-0.0015 -0.0001 -0.0004
0.0097 -0.0025 0.0013
-0.0014 0.0183 -0.0132
-0.0033 0.0055 -0.0036
-0.0002 -0.0034 0.0015
-0.0001 0.0015 0.0024
-0.0078 0.0351 -0.0315
-0.0324 0.0149 0.0147
-0.0055 -0.0233 0.0213
0.0657 -0.0795 -0.0047
-0.0008 -0.0018 0.0208
-0.0271 -0.0073 -0.0278
-0.0061 -0.0062 -0.0013
0.0519 -0.0339 -0.0076
-0.0975 -0.0598 -0.0125
-0.0021 0.0365 0.0056
0.0067 0.0101 0.0070
0.1937 0.1632 0.0321
-0.2989 -0.1170 -0.0470
0.0086 -0.0065 -0.0050
0.0034 -0.0041 -0.0158
0.0132 -0.0048 -0.0032
0.0013 -0.0073 -0.0014
-0.0065 -0.0034 -0.0048
-0.0007 0.0025 -0.0021
-0.0071 -0.0011 -0.0201
-0.0226 0.0239 -0.0185
-0.0140 0.0291 0.0346
-0.0437 0.0851 0.0273
0.1342 -0.1134 -0.0773
-0.0416 -0.0359 -0.0253
-0.0078 0.0131 0.0137
0.0074 0.0004 -0.0040
0.0023 0.0025 0.0097
-0.0020 -0.0059 0.0099
-0.0077 -0.0060 -0.0101
0.0052 0.0015 -0.0068
0.0011 0.0004 0.0104
0.0056 0.0042 -0.0017
-0.0038 0.0554 -0.0061
0.0023 -0.0039 0.0017
0.0008 0.0017 -0.0015
0.0023 -0.0020 -0.0020
-0.0017 0.0004 0.0007
0.0021 0.0207 0.0104
0.0102 0.0021 0.0120
-0.0953 -0.0311 0.0226
-0.1196 0.1665 0.0360
0.0806 -0.0369 -0.0599
-0.0345 -0.0406 0.0047
-0.0008 -0.0005 0.0027
0.0000 -0.0008 -0.0015
-0.0037 0.0011 -0.0030
0.0105 0.0072 0.0079
0.0113 -0.0015 0.0201
0.0776 -0.0036 -0.0340
-0.0240 0.0626 0.0221
0.0076 0.0012 0.0157
-0.0047 0.0036 0.0066
0.0120 0.0354 0.0263

Entry 2:
The following is a quantum chemistry calculation of a cluster of 10 separate species, C15H37I2N12O19 in total in a non-equilibrium geometry, from OMol25.

Summary:
E_HOMO	-12.1	eV
calculated total energy	-89103.85882	eV
net charge	+1
largest force on an atom	9.271	eV Å⁻¹

Last column: Löwdin charge in e.
Cartesian coordinates (Å):
1 N -1.1925 4.0150 -5.4983  0.19
2 C -0.8819 3.6460 -4.1848  -0.17
3 N -1.5320 2.4005 -3.5507  0.05
4 C -0.3479 1.4868 -3.2704  -0.25
5 C 0.7979 2.1884 -2.3147  -0.70
6 I 0.3222 1.4956 -0.2461  1.03
7 C 2.3013 1.5833 -2.6278  -0.22
8 C 3.0356 2.2282 -3.9435  -0.66
9 O 4.1638 2.9636 -3.7364  -0.12
10 I 2.4182 1.9900 -6.0341  0.86
11 C 0.7243 3.8246 -2.2470  -0.21
12 N 0.1465 4.4957 -3.4723  0.04
13 H -0.4476 4.5900 -5.9946  0.16
14 H -2.0889 3.7395 -5.9801  0.16
15 H -2.0259 1.9526 -4.3743  0.14
16 H -0.7424 0.5398 -2.6703  0.11
17 H 0.0475 1.0984 -4.3010  0.08
18 H 2.2135 0.4162 -2.6348  0.13
19 H 2.9711 1.8537 -1.6797  0.13
20 H 0.0596 4.1267 -1.3032  0.08
21 H 1.7914 4.2965 -2.0697  0.16
22 H -0.3420 5.3904 -3.1659  0.17
23 C -0.8330 1.8785 4.6539  0.07
24 N -0.1904 1.3777 3.4090  -0.40
25 O 1.0139 1.6146 3.2588  0.00
26 O -0.9131 0.7609 2.6175  -0.04
27 H -0.0834 2.3991 5.2536  0.07
28 H -1.6335 2.5605 4.3602  0.10
29 H -1.2254 1.0138 5.1929  0.11
30 C -2.1132 -3.0848 2.7527  0.03
31 N -2.4295 -2.5828 4.1171  -0.42
32 O -2.8851 -1.4368 4.2071  0.03
33 O -2.2114 -3.3534 5.0593  0.05
34 H -2.3533 -2.3062 2.0254  0.09
35 H -1.0474 -3.3208 2.7272  0.10
36 H -2.7216 -3.9748 2.5798  0.06
37 C -2.8205 4.3415 -0.0455  0.02
38 N -3.1368 4.8435 1.3189  -0.42
39 O -3.5924 5.9895 1.4090  0.07
40 O -2.9187 4.0729 2.2611  0.05
41 H -3.0606 5.1201 -0.7728  0.09
42 H -1.7547 4.1055 -0.0710  0.04
43 H -3.4289 3.4515 -0.2184  0.11
44 C 2.8712 3.6336 4.9152  0.04
45 N 2.0981 4.6219 5.7147  -0.41
46 O 2.5014 5.7908 5.7132  0.05
47 O 1.1082 4.1963 6.3213  0.05
48 H 3.7104 4.1442 4.4380  0.10
49 H 3.2286 2.8624 5.6007  0.11
50 H 2.1964 3.2167 4.1648  0.07
51 C -3.5827 -8.0047 1.7996  0.05
52 N -3.2352 -6.5709 1.9917  -0.40
53 O -2.0602 -6.3057 2.2710  0.04
54 O -4.1519 -5.7519 1.8567  0.06
55 H -2.6850 -8.6087 1.9478  0.07
56 H -4.3458 -8.2606 2.5375  0.11
57 H -3.9604 -8.1186 0.7814  0.06
58 C 4.6775 7.9934 7.3302  0.03
59 N 5.9488 8.5338 6.7777  -0.43
60 O 6.0762 8.5351 5.5477  0.05
61 O 6.7831 8.9415 7.5943  0.05
62 H 4.0407 7.6730 6.5028  0.07
63 H 4.9305 7.1471 7.9721  0.10
64 H 4.1984 8.7936 7.8980  0.10
65 C 0.8636 -9.1027 1.0931  0.04
66 N -0.0480 -10.2730 0.9785  -0.41
67 O -1.2528 -10.0395 0.8276  0.03
68 O 0.4718 -11.3932 1.0434  0.07
69 H 0.2734 -8.1867 1.0194  0.09
70 H 1.3593 -9.1649 2.0640  0.11
71 H 1.5836 -9.1644 0.2746  0.10
72 C -3.2364 -9.4498 -2.4688  0.04
73 N -4.0095 -8.4615 -1.6693  -0.42
74 O -3.6062 -7.2926 -1.6707  0.05
75 O -4.9994 -8.8871 -1.0626  0.05
76 H -2.3972 -8.9391 -2.9459  0.10
77 H -2.8791 -10.2210 -1.7833  0.10
78 H -3.9112 -9.8667 -3.2191  0.10
79 C 3.2530 1.3082 -10.7736  0.05
80 N 2.4799 2.2965 -9.9741  -0.43
81 O 2.8832 3.4654 -9.9755  0.06
82 O 1.4900 1.8709 -9.3674  -0.03
83 H 4.0922 1.8189 -11.2508  0.10
84 H 3.6103 0.5370 -10.0881  0.10
85 H 2.5782 0.8913 -11.5239  0.11

Forces on the atoms, in the same order (eV/Å):
1.0793 -0.2027 2.7520
-0.1997 0.2559 -0.3691
2.4661 2.9051 -3.0733
0.7549 -1.7134 0.7575
0.0767 -0.0472 -0.7414
0.2884 0.3337 -0.7713
-0.2095 0.3571 0.7710
6.4998 3.7784 2.5399
-7.7476 -4.8987 -1.3867
0.0479 0.0673 1.3488
0.2340 0.0712 1.7633
-3.3653 -2.6327 -0.8715
-1.6806 -0.7104 0.8942
1.6687 0.2031 0.7403
0.4287 0.5952 1.3816
0.6872 2.1389 -1.4305
-0.2607 0.8428 1.9891
0.2328 2.1994 -0.4386
-1.2703 -0.4244 -2.3623
1.4984 -0.7418 -2.1179
-2.1001 -1.1319 -0.4419
0.8600 -1.2430 -0.9878
0.0804 0.1549 0.3613
0.0681 -0.2659 -0.4085
-1.5369 -0.5469 -0.3754
1.4068 0.8807 0.6871
-0.1190 -0.1346 -0.2289
0.0360 -0.2405 -0.0231
-0.0908 0.1035 -0.2294
-0.0884 0.1032 -0.2970
-0.1473 0.2510 0.9284
0.5901 -1.4489 0.1944
-0.3726 1.3228 -1.2913
0.0263 -0.0827 0.3190
-0.2438 -0.1164 0.0951
0.2609 0.1389 0.0988
-0.0578 0.0782 -0.3124
-0.3550 0.6987 1.1904
0.7142 -1.8038 -0.0094
-0.2757 1.1414 -1.3369
-0.0302 -0.0932 0.2965
-0.2406 -0.1555 0.1439
0.2357 0.0690 0.1033
0.3007 0.0632 -0.2399
-0.3166 0.8064 0.4934
-0.8245 -1.6108 0.1965
1.3023 0.7742 -0.7910
-0.2414 -0.0071 0.2221
-0.2083 0.0758 -0.1304
0.1174 -0.0239 0.3121
0.2088 -0.3187 0.0781
-0.0214 0.6263 0.0544
-1.4756 -0.0089 -0.4127
1.5779 -0.9160 0.2823
-0.2269 0.3073 -0.0297
0.0120 0.1448 -0.2387
-0.1217 0.1308 0.3764
-0.3318 -0.1260 -0.1573
0.9791 0.4247 -0.3736
0.0356 0.0790 1.7001
-1.1378 -0.5729 -1.3476
0.2564 0.1065 0.1728
-0.0132 0.2625 -0.0138
0.1922 -0.1842 0.0106
-0.0097 0.3820 0.0067
-0.2556 -1.1416 -0.0219
1.3764 -0.5555 0.0816
-1.0741 1.8100 -0.1516
0.0338 -0.2925 0.0401
-0.0097 -0.0896 -0.2427
-0.0582 -0.1114 0.2369
0.2715 -0.0529 -0.2116
-0.5059 0.6149 0.3036
-0.7131 -1.5000 0.2693
1.4132 0.8010 -0.7904
-0.2759 -0.0228 0.1871
-0.1925 0.0808 -0.0966
0.0629 -0.0065 0.2499
0.2844 -0.0208 -0.2495
-0.0423 1.1152 0.2460
-0.9138 -1.8205 0.2528
1.1064 0.6731 -0.4345
-0.2765 -0.0257 0.1916
-0.2007 0.0820 -0.1290
0.0662 -0.0082 0.2469